3 unconnected molecules or ions with the total composition C15H39BBrN2S. Source: the Open Molecules 2025 dataset; level of theory: ωB97M-V/def2-TZVPD.

```
59
Properties=species:S:1:pos:R:3:nbo_charge:R:1
C 0.50 -2.26 -5.63 -0.616
C 1.15 -2.04 -4.26 -0.539
S 1.97 -0.44 -4.22 0.125
C 2.39 -0.20 -2.46 -0.790
B 1.30 -0.62 -1.34 -0.104
Br 1.59 -2.64 -0.79 -0.391
H 1.15 -2.83 -6.30 0.196
H -0.44 -2.81 -5.53 0.202
H 0.28 -1.31 -6.11 0.206
H 0.42 -2.06 -3.45 0.233
H 1.88 -2.83 -4.04 0.207
H 2.52 0.89 -2.40 0.219
H 3.37 -0.64 -2.28 0.208
H 1.44 0.03 -0.32 -0.065
H 0.16 -0.55 -1.76 -0.077
C 1.89 -1.01 6.35 -0.615
C 2.71 -1.08 5.07 -0.210
N 1.95 -1.62 3.95 -0.454
C 2.78 -1.99 2.81 -0.218
C 3.57 -0.88 2.10 -0.640
C 0.71 -0.93 3.63 -0.217
C 0.79 0.57 3.30 -0.641
H 1.45 -1.98 6.58 0.206
H 2.54 -0.71 7.18 0.200
H 1.09 -0.28 6.28 0.200
H 3.56 -1.76 5.22 0.188
H 3.14 -0.09 4.87 0.154
H 2.12 -2.45 2.07 0.230
H 3.48 -2.76 3.14 0.173
H 2.92 -0.24 1.52 0.225
H 4.27 -1.34 1.40 0.217
H 4.14 -0.27 2.81 0.183
H 0.02 -1.06 4.46 0.176
H 0.27 -1.45 2.78 0.214
H 1.41 1.11 4.02 0.190
H -0.21 1.01 3.33 0.205
H 1.20 0.75 2.30 0.224
C -2.09 0.34 0.21 -0.626
C -3.16 1.31 -0.25 -0.209
N -2.63 2.35 -1.12 -0.453
C -3.58 3.39 -1.44 -0.198
C -4.80 3.01 -2.30 -0.635
C -1.77 1.89 -2.21 -0.227
C -2.35 0.87 -3.20 -0.642
H -1.24 0.86 0.64 0.218
H -2.49 -0.36 0.95 0.203
H -1.72 -0.26 -0.63 0.233
H -3.60 1.83 0.61 0.180
H -3.99 0.74 -0.71 0.148
H -3.03 4.19 -1.95 0.185
H -3.94 3.80 -0.50 0.178
H -4.53 2.83 -3.33 0.201
H -5.53 3.83 -2.28 0.198
H -5.30 2.12 -1.91 0.203
H -0.87 1.46 -1.77 0.229
H -1.44 2.78 -2.75 0.186
H -2.86 0.06 -2.68 0.201
H -1.53 0.43 -3.77 0.232
H -3.05 1.32 -3.90 0.186
```

As for the charge: -1. The largest force on an atom comes out at 0.42 eV Å⁻¹. Its lowest unoccupied orbital energy is 3.0 eV. The HOMO-LUMO gap is 7.619 eV. For the HOMO energy, the calculation gives -0.1694 Eh.



A molecular structure, C15H39BaF3N3O8S. Source: the Open Molecules 2025 dataset; level of theory: ωB97M-V/def2-TZVPD.

```
70
Properties=species:S:1:pos:R:3:lowdin_spin:R:1
Ba 7.63 -14.75 -14.78 0.477
C 9.26 -19.43 -14.36 0.002
F 10.17 -20.40 -14.19 0.000
F 8.97 -19.33 -15.68 0.001
F 8.15 -19.67 -13.67 0.000
S 10.02 -17.82 -13.72 0.002
O 8.94 -16.79 -13.92 0.002
O 10.40 -18.03 -12.29 0.001
O 11.20 -17.49 -14.52 0.001
C 9.06 -10.22 -12.58 0.006
C 9.08 -11.76 -12.94 0.005
C 8.77 -12.68 -11.82 0.005
O 8.64 -14.07 -12.23 0.002
C 9.12 -15.07 -11.32 0.002
N 8.32 -12.11 -14.10 0.025
H 8.91 -10.19 -11.51 0.000
H 8.26 -9.78 -13.17 0.005
H 9.96 -9.64 -12.83 0.000
H 10.07 -12.17 -13.12 0.001
H 7.85 -12.44 -11.29 0.003
H 9.54 -12.44 -11.08 0.000
H 8.80 -15.11 -10.27 0.000
H 10.21 -15.06 -11.25 0.000
H 8.80 -16.02 -11.75 0.000
H 7.39 -11.80 -13.85 0.040
H 8.58 -11.45 -14.82 0.018
C 12.74 -14.85 -15.80 0.001
C 11.43 -14.16 -15.46 0.001
C 11.32 -12.81 -16.21 0.004
O 12.30 -11.81 -16.07 0.002
C 12.61 -11.47 -14.66 0.001
N 10.32 -15.00 -15.87 0.003
H 12.97 -15.80 -15.31 0.000
H 13.59 -14.19 -15.66 0.000
H 12.56 -15.19 -16.82 0.000
H 11.51 -13.91 -14.40 0.000
H 10.37 -12.30 -16.07 0.005
H 11.29 -13.02 -17.28 0.001
H 13.36 -10.68 -14.61 0.000
H 13.04 -12.31 -14.11 0.000
H 11.75 -10.98 -14.21 0.000
H 10.58 -15.85 -15.38 0.000
H 10.50 -15.22 -16.84 0.001
C 4.91 -17.13 -13.57 0.007
C 5.33 -16.52 -12.21 0.004
C 6.34 -17.43 -11.51 0.001
O 6.50 -16.95 -10.21 0.001
C 7.33 -17.67 -9.39 0.000
N 5.91 -15.24 -12.54 0.012
H 5.82 -17.20 -14.16 0.001
H 4.32 -16.48 -14.22 0.007
H 4.55 -18.16 -13.54 0.001
H 4.48 -16.34 -11.54 0.001
H 7.28 -17.44 -12.06 0.000
H 6.06 -18.49 -11.44 0.000
H 8.39 -17.44 -9.48 0.000
H 7.23 -18.75 -9.54 0.000
H 7.10 -17.45 -8.35 0.000
H 5.11 -14.64 -12.67 0.024
H 6.36 -15.02 -11.66 0.001
C 6.35 -16.93 -17.28 0.009
C 5.67 -15.60 -17.48 0.040
O 5.37 -14.93 -16.27 0.137
O 7.71 -16.71 -16.78 0.005
H 6.34 -17.54 -18.18 0.002
H 5.81 -17.52 -16.55 0.001
H 4.76 -15.88 -18.01 0.008
H 6.13 -15.01 -18.28 0.017
H 4.91 -14.10 -16.43 0.100
H 8.33 -17.31 -17.19 0.001
```

The largest force on an atom comes out at 3.40 eV Å⁻¹. Its lowest unoccupied orbital energy (alpha / beta) is 0.1 / 0.1 eV. The HOMO-LUMO gap (alpha / beta) is 3.049 / 10.056 eV. For the HOMO energy (alpha / beta), the calculation gives -0.1092 / -0.3661 Eh. As for the spin multiplicity: 2.



3 unconnected molecules or ions with the total composition C15H39BrN3O4P. Source: the Open Molecules 2025 dataset; level of theory: ωB97M-V/def2-TZVPD.

```
63
Properties=species:S:1:pos:R:3:nbo_charge:R:1
C 0.43 -2.74 2.85 -0.256
O 0.90 -1.48 3.29 -0.541
C 1.11 -0.54 2.25 -0.093
C -0.18 -0.01 1.62 -0.388
N -0.77 1.16 2.27 -0.653
C -1.51 0.86 3.51 -0.221
C -3.02 0.94 3.34 -0.439
C -3.58 0.05 2.24 -0.397
Br -4.81 -1.30 2.95 -0.047
P 0.22 0.58 -0.10 1.074
C -1.45 0.92 -0.77 -0.984
O 0.69 -0.81 -0.90 -0.972
H 0.71 -2.94 1.82 0.163
H 0.87 -3.52 3.47 0.195
H -0.65 -2.81 2.95 0.171
H 1.66 0.29 2.69 0.200
H 1.76 -0.96 1.48 0.179
H -0.89 -0.83 1.54 0.194
H 0.02 1.75 2.53 0.368
H -1.24 1.61 4.25 0.200
H -1.20 -0.09 3.94 0.194
H -3.47 0.68 4.28 0.225
H -3.26 1.97 3.09 0.213
H -2.83 -0.49 1.69 0.205
H -4.17 0.62 1.54 0.219
H -1.76 1.91 -0.45 0.245
H -2.20 0.22 -0.43 0.207
H -1.42 0.89 -1.85 0.269
H 0.14 -1.56 -0.59 0.470
C -4.27 -1.45 -3.40 -0.614
C -4.20 -0.11 -4.12 -0.080
C -4.75 -0.14 -5.55 -0.073
O -3.89 -0.73 -6.50 -0.547
C -3.95 -2.14 -6.60 -0.247
N -2.83 0.40 -4.06 -0.831
H -3.49 -2.14 -3.76 0.202
H -4.11 -1.32 -2.33 0.217
H -5.24 -1.93 -3.55 0.206
H -4.83 0.59 -3.56 0.188
H -4.89 0.89 -5.89 0.184
H -5.74 -0.62 -5.59 0.164
H -4.97 -2.50 -6.44 0.168
H -3.28 -2.62 -5.88 0.165
H -3.64 -2.42 -7.60 0.191
H -2.80 1.34 -4.44 0.354
H -2.27 -0.15 -4.71 0.359
C 7.32 0.80 1.16 -0.614
C 6.69 1.28 2.47 -0.080
C 5.25 0.80 2.68 -0.072
O 4.28 1.49 1.93 -0.556
C 4.09 1.02 0.60 -0.257
N 6.81 2.74 2.54 -0.824
H 6.93 1.36 0.30 0.203
H 8.39 0.95 1.18 0.220
H 7.12 -0.26 1.00 0.203
H 7.29 0.86 3.28 0.186
H 4.99 0.98 3.73 0.181
H 5.17 -0.28 2.51 0.163
H 4.21 -0.07 0.54 0.166
H 4.78 1.51 -0.10 0.166
H 3.08 1.28 0.30 0.203
H 6.50 3.06 3.46 0.351
H 6.14 3.14 1.90 0.356
```

The largest force on an atom comes out at 1.06 eV Å⁻¹. Its lowest unoccupied orbital energy is 0.5 eV. The HOMO-LUMO gap is 9.081 eV. For the HOMO energy, the calculation gives -0.3143 Eh. The energy above the lowest of the compared OMol25 structures with the same formula, charge and spin is 0.321 eV.



2 unconnected molecules or ions with the total composition C15H39N3OSi2. Source: the Open Molecules 2025 dataset; level of theory: ωB97M-V/def2-TZVPD.

```
60
Properties=species:S:1:pos:R:3:nbo_charge:R:1
C -0.41 0.63 -0.54 -0.641
C -1.96 0.71 -1.16 -0.222
C -2.18 2.33 -1.50 -0.641
C -2.02 -0.25 -2.49 -0.431
C -3.53 -0.64 -2.99 -0.429
C -4.76 -0.06 -2.08 -0.055
C -5.08 -1.05 -0.78 -0.301
N -6.31 -0.65 0.00 -0.084
O -7.17 -1.69 0.14 -0.508
C -7.11 0.48 -0.61 -0.278
C -7.22 0.45 -2.25 -0.246
N -6.02 -0.15 -2.95 -0.659
H 0.35 1.19 -1.27 0.225
H -0.03 -0.47 -0.42 0.229
H -0.34 1.23 0.49 0.245
H -2.66 0.35 -0.27 0.172
H -3.12 2.66 -0.84 0.192
H -1.24 2.99 -1.26 0.255
H -2.55 2.39 -2.61 0.204
H -1.45 -1.25 -2.21 0.230
H -1.43 0.29 -3.36 0.235
H -3.60 -1.83 -3.02 0.226
H -3.60 -0.31 -4.13 0.240
H -4.65 1.07 -1.79 0.215
H -5.33 -2.11 -1.26 0.259
H -4.15 -1.23 -0.09 0.269
H -6.01 -0.36 0.97 0.427
H -6.67 -2.52 0.42 0.501
H -8.18 0.63 -0.09 0.283
H -6.52 1.48 -0.34 0.247
H -7.34 1.58 -2.60 0.216
H -8.25 -0.07 -2.55 0.229
H -5.84 0.35 -3.86 0.392
C 2.15 1.34 1.95 -1.117
Si 3.55 0.06 1.90 1.815
C 3.13 -1.15 0.53 -1.140
C 3.50 -0.84 3.55 -1.139
N 5.06 0.90 1.64 -1.712
Si 6.56 0.02 1.54 1.814
C 6.60 -1.20 0.12 -1.138
C 6.96 -0.90 3.13 -1.139
C 7.96 1.25 1.25 -1.115
H 1.19 0.84 2.12 0.184
H 2.31 2.06 2.75 0.230
H 2.09 1.88 1.00 0.217
H 2.09 -1.48 0.63 0.189
H 3.76 -2.04 0.57 0.225
H 3.25 -0.68 -0.45 0.227
H 3.83 -0.19 4.36 0.233
H 4.13 -1.74 3.53 0.222
H 2.48 -1.17 3.77 0.198
H 5.97 -2.07 0.31 0.214
H 7.62 -1.57 -0.03 0.209
H 6.27 -0.73 -0.81 0.227
H 6.85 -0.24 4.00 0.229
H 8.00 -1.25 3.10 0.208
H 6.33 -1.77 3.27 0.215
H 8.02 1.97 2.07 0.224
H 7.81 1.79 0.31 0.223
H 8.92 0.72 1.19 0.202
```

The largest force on an atom comes out at 3.75 eV Å⁻¹. Its lowest unoccupied orbital energy is -2.0 eV. The HOMO-LUMO gap is 2.477 eV. For the HOMO energy, the calculation gives -0.1641 Eh.